Computed, not measured: 10 unconnected molecules or ions with the total composition H21O10, with ωB97M-V/def2-TZVPD.

Bonds (Å) are listed after each position.
Element x y z (Å)
1 O -0.88608 -3.29145 -0.48455  H8 0.959, H24 0.961
2 H -1.32669 -1.92585 -1.74508  O13 0.982
3 H 1.11555 -1.67945 1.62592  O4 0.954
4 O 1.79315 -2.15692 1.15306  H3 0.954, H26 0.950
5 H -0.76561 1.15125 0.44293  O19 0.968
6 H 2.88811 2.39640 1.69343  O7 0.962
7 O 1.99699 2.73612 1.81586  H6 0.962, H9 0.979
8 H -0.33058 -4.00420 -0.80543  O1 0.959
9 H 2.08310 2.43578 2.74329  O7 0.979
10 O -2.29911 1.66839 1.37042  H11 0.937, H12 0.967
11 H -2.22576 1.30252 2.22948  O10 0.937
12 H -3.02092 2.29294 1.52544  O10 0.967
13 O -0.84582 -1.50419 -2.48961  H2 0.982, H15 0.962
14 H -1.17960 -3.10210 2.90288  O27 0.962
15 H -1.61415 -1.31053 -3.03577  O13 0.962
16 O 1.25694 -0.12388 -2.30821  H17 0.997, H18 1.045, H20 0.988
17 H 1.27622 0.46459 -1.50402  O16 0.997
18 H 0.29988 -0.49427 -2.10842  O16 1.045
19 O -0.00240 0.55690 0.47296  H5 0.968, H21 0.956
20 H 0.94510 0.63555 -2.85834  O16 0.988
21 H 0.30955 0.58248 1.37671  O19 0.956
22 O -0.80866 1.40603 -2.08284  H23 0.951, H29 0.963
23 H -1.27411 1.29886 -1.26071  O22 0.951
24 H -0.52463 -2.86606 0.29761  O1 0.961
25 O 1.58160 2.51136 -1.28452  H30 0.964, H31 0.957
26 H 1.85178 -3.10408 1.20035  O4 0.950
27 O -0.90051 -2.18823 2.78785  H14 0.962, H28 0.963
28 H -1.73318 -1.71399 2.88646  O27 0.963
29 H -1.26421 2.12800 -2.52863  O22 0.963
30 H 1.42729 2.74197 -0.36100  O25 0.964
31 H 2.17677 3.15607 -1.66753  O25 0.957

**Gap between HOMO and LUMO**: 11.3054 eV
**Lowest unoccupied orbital energy**: -2.8278 eV
**Total charge**: +1
**DFT total energy**: -764.7240 a.u.
**ΔE to the lowest compared entry with this formula, charge and spin**: 157.1 kJ/mol
**HOMO energy**: -14.1 eV